(1)
A structure of composition C10H27I2IrO2P2Si at a distorted geometry. Source: the OMol25 dataset; level of theory: ωB97M-V/def2-TZVPD.

The total energy is -60381.3946 eV. Its total charge is +2. The multiplicity is 5. The HOMO-LUMO gap (alpha / beta) is 7.61 / 2.81 eV.

Geometry as XYZ:
```
45
Properties=species:S:1:pos:R:3:forces:R:3:lowdin_spin:R:1
Ir -1.142 0.192 -0.312 2.95 -0.65 0.82 0.953
I -4.354 3.589 -1.878 -0.43 1.21 -0.41 1.724
I -5.316 -1.231 -0.960 -0.02 -0.21 0.04 0.959
P -0.494 -0.280 -2.494 1.42 -1.12 -0.76 0.013
P -1.509 0.780 1.910 0.86 -0.54 1.69 0.010
Si 2.361 -0.663 0.705 3.13 -1.13 0.99 0.005
O 0.728 -0.505 0.285 0.01 0.83 -0.19 0.048
O -3.678 1.419 -1.169 1.46 -1.41 0.67 0.231
C -1.252 -0.729 2.921 -0.35 0.22 -0.02 0.002
C -2.657 0.912 -0.826 -2.34 1.23 -0.81 0.031
C 3.249 -2.007 -0.413 -0.44 -0.27 -0.54 0.000
C 3.524 0.909 0.600 -0.11 0.76 -0.21 0.002
C -0.290 2.026 2.474 -0.28 0.07 -0.16 0.002
C 0.006 -2.043 -2.541 -0.31 0.17 -0.22 0.003
C -1.838 0.008 -3.680 0.66 -0.25 0.00 0.003
C 2.560 -1.299 2.548 -0.64 -0.06 0.38 0.000
C 0.969 0.713 -2.977 -0.31 0.10 -0.01 0.003
C -3.189 1.415 2.178 0.57 -0.15 0.39 0.002
H -0.886 -2.628 -2.294 0.15 -0.07 -0.06 0.001
H 4.301 -2.424 -0.368 -0.95 1.15 0.82 0.000
H -2.690 -0.582 -3.363 -0.22 -0.16 -0.06 0.000
H 0.781 -2.248 -1.793 -0.20 0.26 -0.12 0.000
H -1.361 -0.542 3.996 -0.03 0.08 -0.24 0.000
H 3.487 -1.590 3.129 -0.40 0.58 -1.54 0.000
H 2.654 -2.923 -0.379 -0.25 -0.12 0.13 0.000
H 3.110 1.713 1.206 -0.35 0.17 0.25 0.000
H 1.384 0.427 -3.953 -0.27 -0.08 0.19 0.000
H -0.349 2.235 3.550 -0.18 -0.18 -0.23 0.000
H 3.482 1.330 -0.404 -0.19 0.01 -0.42 0.000
H 0.373 -2.353 -3.528 -0.12 0.17 0.14 0.000
H -3.366 1.636 3.232 -0.07 0.03 -0.08 0.000
H 0.646 1.757 -3.032 0.17 -0.02 -0.02 0.001
H -2.014 -1.450 2.607 0.10 -0.02 0.13 0.001
H -0.261 -1.159 2.733 -0.20 0.26 -0.10 0.000
H -0.501 2.951 1.930 0.15 0.01 0.09 0.001
H 4.639 1.046 0.826 -1.47 -1.42 0.00 0.000
H 1.764 0.628 -2.226 -0.30 -0.08 -0.06 0.000
H -1.539 -0.267 -4.693 -0.10 0.06 0.02 0.000
H -2.094 1.061 -3.638 -0.07 0.23 -0.16 0.002
H 0.733 1.705 2.242 -0.31 -0.08 -0.04 0.000
H -3.886 0.664 1.827 -0.24 -0.14 0.02 0.000
H 1.944 -2.195 2.666 -0.18 -0.19 -0.16 0.000
H 3.182 -1.717 -1.469 -0.10 0.24 -0.08 0.000
H -3.299 2.314 1.584 -0.11 0.27 0.00 0.002
H 2.089 -0.592 3.240 -0.10 0.24 -0.08 0.000
```
Positions in Å, forces in eV/Å.

(2)
A structure of composition C25H23ClN7O2Pd. Source: the OMol25 dataset; level of theory: ωB97M-V/def2-TZVPD.

The total energy is -56801.7488 eV. Its total charge is +3. The HOMO-LUMO gap is 6.54 eV.

Geometry as XYZ:
```
59
Properties=species:S:1:pos:R:3:forces:R:3:lowdin_charge:R:1
Pd -0.016 0.022 -0.096 -0.71 -0.01 0.16 1.408
Cl 4.322 -0.097 -1.916 -0.01 0.00 0.02 0.634
O 1.744 0.476 -0.822 -0.34 0.10 -0.14 -0.169
O 2.428 1.328 1.140 -0.07 -0.07 0.01 0.081
N -1.644 3.240 1.842 -0.02 0.02 0.00 0.187
N -3.478 0.461 2.086 0.02 -0.03 0.07 0.176
N -0.866 0.384 -1.995 0.50 -0.06 0.00 0.082
N 0.495 -1.652 -0.984 -0.31 -0.04 0.04 0.016
N -0.484 1.906 0.575 0.24 -0.18 0.41 -0.029
N -1.875 -0.276 0.810 0.17 -0.16 -0.13 0.002
N 0.756 -1.086 1.548 0.58 0.48 -0.22 0.084
C -0.587 3.972 1.342 -0.05 0.03 0.00 0.016
C 0.136 3.129 0.555 -0.08 0.02 -0.04 -0.052
C -1.549 1.998 1.362 -0.11 -0.18 -0.24 -0.302
C 1.653 -3.692 -0.959 0.03 0.06 0.00 0.064
C 1.365 -2.236 1.120 -0.17 -0.15 -0.04 -0.161
C -2.339 0.785 1.465 0.09 0.08 0.04 -0.280
C 2.228 -2.666 3.299 -0.01 0.03 -0.01 0.040
C -1.052 0.831 -4.729 0.00 -0.01 0.04 0.041
C -0.325 -0.252 -4.247 -0.01 0.00 0.03 0.049
C 1.596 -1.522 3.725 0.01 -0.04 -0.03 0.041
C 0.847 -2.750 -3.025 -0.01 0.02 0.00 0.064
C -1.669 1.360 -2.452 0.05 0.13 -0.10 -0.234
C -2.541 2.190 -1.563 0.01 0.02 -0.01 0.008
C 4.027 1.090 -0.637 -0.06 -0.01 0.07 -0.459
C 0.879 -0.719 2.834 0.08 0.02 0.10 -0.248
C 2.653 0.977 0.008 0.25 -0.02 -0.04 -0.630
C 0.375 -1.658 -2.319 0.09 0.06 -0.01 -0.160
C 1.174 -2.573 -0.296 -0.01 0.02 0.08 -0.158
C -1.754 1.596 -3.828 -0.03 -0.05 0.00 0.034
C -3.743 -0.867 1.837 -0.01 0.03 0.02 0.005
C 2.109 -3.027 1.962 -0.09 -0.01 0.02 0.049
C 1.468 -3.781 -2.330 0.00 0.03 0.01 0.047
C -2.733 -1.321 1.047 -0.02 -0.03 -0.09 -0.044
C 0.268 0.535 3.363 0.07 0.07 -0.02 0.007
C -0.266 -0.464 -2.893 -0.10 -0.14 0.01 -0.168
H 2.592 -3.917 1.588 -0.01 -0.01 0.00 0.133
H -4.057 1.066 2.653 -0.01 0.00 -0.01 0.193
H 2.173 -4.471 -0.422 0.01 -0.01 -0.01 0.135
H 0.756 0.806 4.296 -0.03 -0.02 0.02 0.111
H -2.867 1.635 -0.692 -0.03 0.00 -0.07 0.062
H -2.400 2.395 -4.166 0.00 0.00 0.00 0.143
H -4.614 -1.362 2.232 0.00 0.00 0.00 0.149
H -2.049 3.118 -1.264 0.01 -0.03 0.04 0.101
H -1.102 1.037 -5.790 0.01 0.01 0.00 0.145
H 2.810 -3.267 3.984 0.00 0.00 0.00 0.145
H 1.835 -4.646 -2.868 -0.01 -0.01 0.00 0.146
H -3.431 2.464 -2.126 0.01 0.04 -0.01 0.110
H 0.187 -0.917 -4.926 -0.02 -0.01 -0.01 0.135
H 1.020 3.331 -0.022 0.04 -0.03 0.06 0.137
H -2.585 -2.305 0.637 0.00 0.01 -0.02 0.132
H -2.349 3.602 2.468 -0.01 0.01 -0.02 0.194
H 4.137 2.092 -1.051 -0.02 -0.01 -0.03 0.103
H 0.731 -2.805 -4.097 0.02 -0.01 0.00 0.136
H 4.768 0.961 0.148 -0.01 0.01 0.01 0.100
H 1.669 -1.203 4.755 -0.01 0.00 0.00 0.142
H -0.791 0.375 3.581 0.00 0.02 -0.01 0.100
H -0.448 5.013 1.582 0.00 0.00 0.01 0.150
H 0.412 1.356 2.670 0.06 -0.01 0.05 0.058
```
Positions in Å, forces in eV/Å.

(3)
A cluster of 2 separate species, C3H9NO2 in total at a distorted geometry. Source: the OMol25 dataset; level of theory: ωB97M-V/def2-TZVPD.

The total energy is -8831.9395 eV. Its total charge is +1. The multiplicity is 2. The HOMO-LUMO gap (alpha / beta) is 8.78 / 3.89 eV.

Geometry as XYZ:
```
15
Properties=species:S:1:pos:R:3:forces:R:3:lowdin_spin:R:1
O -0.905 0.517 -2.152 0.18 0.04 -0.94 0.765
O 2.031 -1.210 1.646 -0.33 0.14 -0.48 0.000
N -1.260 -0.148 -0.033 -0.97 -1.49 -0.20 0.028
C -1.052 0.754 -0.952 -0.75 1.38 1.96 0.095
C 1.827 -1.959 0.446 0.55 -0.62 0.60 0.000
C -1.116 2.202 -0.453 0.96 0.89 -0.67 0.093
H 2.745 -2.510 0.244 0.05 0.09 -0.09 0.000
H -1.546 0.064 0.917 0.28 0.62 -0.16 0.002
H -2.134 2.603 -0.507 -0.05 -0.64 0.41 0.003
H -0.616 2.207 0.519 -0.55 -0.08 0.14 0.013
H 1.627 -1.321 -0.408 -0.17 0.06 -0.22 0.000
H 1.058 -2.721 0.601 -0.23 0.20 -0.19 0.000
H 1.568 -0.381 1.512 0.15 0.13 0.36 0.000
H -0.551 2.922 -1.036 0.29 -0.29 -0.49 -0.001
H -1.676 -1.020 -0.344 0.60 -0.42 -0.03 0.001
```
Positions in Å, forces in eV/Å.

(4)
A structure of composition C34H33F5N5O5TeV. Source: the OMol25 dataset; level of theory: ωB97M-V/def2-TZVPD.

The total energy is -100048.3871 eV. Its total charge is 0. The multiplicity is 3. The HOMO-LUMO gap (alpha / beta) is 6.92 / 6.78 eV.

Geometry as XYZ:
```
84
Properties=species:S:1:pos:R:3:forces:R:3:lowdin_spin:R:1
Te 0.540 3.897 0.424 -0.23 -0.15 0.03 -0.009
V 1.541 1.555 -0.633 0.43 0.50 -0.01 1.072
F 1.331 5.391 -0.451 0.01 -0.01 -0.09 -0.012
F -0.425 5.237 1.329 0.01 0.02 0.01 0.002
F 1.835 4.155 1.811 0.05 -0.04 0.01 -0.006
F -0.959 4.006 -0.793 -0.03 -0.01 0.10 -0.005
F 0.486 1.744 -2.035 0.08 0.00 -0.01 0.010
O 3.539 -1.925 -5.914 0.00 0.00 0.00 0.000
O -3.595 -2.571 -1.625 0.01 0.00 -0.01 0.008
O 1.490 1.302 1.082 -0.04 -0.08 -0.14 -0.050
O -3.066 -0.806 4.339 -0.01 -0.01 0.01 0.000
O 0.785 -0.828 3.101 -0.04 -0.03 -0.02 0.001
N 1.475 -1.044 -5.650 0.00 0.04 -0.02 0.000
N 2.550 0.003 -1.707 -0.04 -0.17 0.11 0.003
N -2.491 0.263 1.882 -0.03 0.03 0.00 0.001
N -2.211 -1.095 0.027 -0.03 0.06 -0.06 0.002
N -0.439 0.190 0.722 -0.05 0.08 -0.11 0.058
C 0.159 1.108 1.673 -0.04 -0.05 0.06 0.004
C -4.830 -0.081 1.221 0.02 0.01 0.01 0.000
C 3.232 2.616 -0.926 -0.19 -0.15 -0.04 -0.044
C 3.498 3.244 -2.141 0.00 -0.02 -0.01 0.013
C -0.138 -1.999 -0.944 0.00 -0.02 0.00 0.667
C 1.843 -1.278 2.265 0.01 0.02 0.00 0.004
C -6.361 -1.080 2.780 0.00 0.01 -0.01 0.000
C -0.924 3.014 3.050 0.01 -0.01 0.05 0.001
C -0.592 2.400 4.189 -0.03 0.00 -0.01 -0.002
C 0.544 -2.847 -1.784 0.02 0.04 -0.01 0.092
C 0.060 1.103 4.169 0.03 0.01 -0.02 0.001
C -5.344 -1.181 3.718 0.00 0.00 0.00 0.000
C 2.277 -0.218 -2.995 -0.05 -0.06 0.02 0.006
C -0.211 -3.633 -2.643 -0.01 -0.01 -0.02 0.033
C 3.558 -0.659 -1.132 0.03 0.00 0.00 0.005
C -1.663 -0.183 0.883 0.08 -0.03 0.05 0.006
C 2.705 -1.398 -5.207 0.01 -0.02 0.01 0.000
C 4.707 3.894 -2.341 0.01 0.00 0.00 -0.004
C 3.005 -1.111 -3.760 -0.02 -0.02 0.01 -0.001
C -2.243 -2.700 -1.748 -0.01 0.03 0.01 0.023
C -6.104 -0.534 1.532 -0.01 -0.01 0.01 0.000
C -1.602 -3.556 -2.628 0.02 -0.01 -0.01 -0.020
C -0.581 2.466 1.731 -0.01 0.09 -0.07 -0.005
C -4.065 -0.756 3.402 0.01 0.00 0.00 0.000
C -4.411 -3.375 -2.459 0.00 0.00 0.00 0.002
C -1.498 -1.883 -0.873 -0.01 -0.03 0.02 0.083
C 4.341 -1.560 -1.828 -0.01 0.00 0.00 -0.001
C 4.185 2.656 0.090 0.01 0.02 0.02 0.013
C 5.395 3.308 -0.115 0.00 0.00 0.00 -0.005
C -3.798 -0.209 2.144 -0.01 -0.02 0.02 0.000
C 0.382 0.481 3.032 0.03 -0.04 0.02 -0.003
C 4.067 -1.779 -3.168 -0.02 0.00 0.01 0.007
C -2.174 -1.911 4.172 -0.01 -0.01 0.00 0.000
C 5.658 3.923 -1.330 0.00 0.00 0.00 0.022
H 2.731 -0.653 2.389 0.00 0.01 0.00 0.000
H -4.231 -3.154 -3.514 0.00 0.00 0.00 0.000
H -3.192 -1.309 0.110 0.00 0.00 0.00 0.000
H 2.754 3.246 -2.931 0.00 0.00 0.00 0.000
H -7.359 -1.416 3.031 0.00 0.00 0.00 0.000
H -1.686 -1.887 3.195 0.00 -0.01 0.01 0.000
H 1.251 -1.252 -6.608 0.00 -0.01 0.00 0.000
H 2.064 -2.291 2.595 0.00 0.00 0.00 0.000
H 5.153 -2.067 -1.327 0.00 0.00 0.00 0.000
H 1.623 -2.928 -1.766 0.06 0.05 -0.01 0.012
H -2.038 0.708 2.670 -0.01 -0.01 0.00 0.000
H 4.902 4.389 -3.284 0.00 0.00 0.00 -0.001
H 0.280 -4.321 -3.321 0.00 0.00 0.00 0.006
H -4.237 -4.437 -2.273 0.00 0.00 0.00 0.000
H 6.598 4.437 -1.485 0.00 0.00 0.00 0.001
H -4.631 0.399 0.270 0.00 0.00 0.00 0.000
H -1.455 3.955 3.060 0.02 0.01 0.00 0.000
H 1.455 0.363 -3.391 0.01 0.01 -0.01 0.000
H -1.462 2.419 1.086 -0.02 0.02 0.04 0.000
H -6.899 -0.430 0.806 0.00 0.00 0.00 0.000
H -2.713 -2.854 4.293 -0.01 0.00 0.00 0.000
H -1.414 -1.816 4.943 0.00 0.00 -0.01 0.000
H -2.177 -4.180 -3.297 0.00 0.00 0.00 -0.001
H -0.839 2.840 5.146 0.00 0.00 0.00 0.000
H -5.523 -1.586 4.705 0.00 0.00 0.00 0.000
H 4.654 -2.460 -3.771 0.00 0.00 0.00 0.000
H 0.245 0.580 5.099 0.00 0.00 0.00 0.000
H 3.745 -0.438 -0.088 0.00 0.01 0.00 0.000
H 1.539 -1.296 1.217 0.00 0.00 0.00 0.008
H 0.737 -0.753 -5.035 0.00 -0.02 0.02 0.000
H -5.438 -3.126 -2.207 0.00 0.00 0.00 0.000
H 3.976 2.214 1.058 0.00 0.00 0.00 0.000
H 6.124 3.350 0.684 0.00 0.00 0.00 -0.001
```
Positions in Å, forces in eV/Å.